(1)
DFT (ωB97M-V with the def2-TZVPD basis set) results for the molecule C30H29N3O4 in a non-equilibrium geometry.

The geometry in ORCA input format:
```
! wB97M-V def2-TZVPD RIJCOSX def2/J DEFGRID3
* xyz 0 1
C -1.124 -4.451 -0.368
N 0.288 -4.310 -0.890
C 1.401 -3.505 -0.248
C 0.922 -2.183 -0.850
O -0.184 -1.610 -0.168
C -0.654 -0.406 -0.600
C 0.115 0.698 -1.535
C -0.534 1.777 -1.709
C -1.547 2.184 -1.211
C -2.167 3.692 -1.387
C -1.348 4.518 -0.605
N -1.164 4.261 0.811
C 0.149 4.171 1.196
C 1.270 5.059 1.009
C 2.327 5.038 1.640
C 2.698 3.957 2.690
C 1.698 2.996 2.895
C 0.323 3.144 2.039
C -0.395 2.060 2.366
O -2.011 2.138 2.406
C -0.059 0.620 2.634
C 1.057 0.076 2.022
C 1.463 -1.092 2.528
C 0.586 -2.140 3.113
C -0.399 -1.647 3.674
C -0.791 -0.330 3.537
C -2.139 6.040 -0.777
O -1.965 6.563 -1.784
O -2.324 6.453 0.388
C -2.508 1.173 -0.472
C -1.932 0.048 -0.235
C 0.567 -4.865 -2.182
C -0.206 -5.877 -2.861
C -0.024 -6.630 -3.840
C 1.335 -6.315 -4.410
C 2.365 -5.369 -3.646
N 1.841 -4.752 -2.599
H -1.834 -4.241 -1.097
H -1.065 -3.888 0.612
H -1.343 -5.491 -0.066
H 1.070 -3.482 0.639
H 2.364 -3.815 -0.703
H 0.874 -2.068 -1.944
H 1.913 -1.389 -0.600
H 1.160 0.358 -1.816
H -0.134 2.580 -2.166
H -2.100 3.837 -2.276
H -3.211 3.761 -1.155
H -0.390 4.735 -1.016
H -1.818 3.546 1.184
H 0.975 6.089 0.317
H 3.141 5.797 1.399
H 3.602 4.022 3.050
H 1.818 2.149 3.488
H 1.829 0.901 1.414
H 2.534 -1.378 2.165
H 1.139 -2.937 3.476
H -1.001 -2.073 4.335
H -1.706 0.042 3.694
H -2.096 5.954 1.040
H -3.139 1.662 -0.211
H -2.555 -0.751 0.451
H -1.209 -6.100 -2.463
H -0.588 -7.104 -4.457
H 1.599 -6.694 -5.604
H 3.240 -5.203 -4.257
*
```

Energy relative to the best compared isomer or geometry (same formula, charge and spin), eV: 25.0031
HOMO-LUMO gap, eV: 6.080
Total energy, eV: -44217.307
SMILES: CN(CCOc1ccc(C[C@H](Nc2ccccc2C(=O)c2ccccc2)C(=O)O)cc1)c1ccccn1



(2)
DFT (ωB97M-V with the def2-TZVPD basis set) results for C30H29N7S3Zr as an isolated structure.

The geometry in ORCA input format:
```
! wB97M-V def2-TZVPD RIJCOSX def2/J DEFGRID3
* xyz 2 1
Zr 0.420 0.600 0.059
C 3.055 1.770 1.196
N 2.001 0.904 1.787
C 2.495 -0.451 2.119
C 2.820 -1.220 0.863
C 3.592 -2.360 0.923
C 3.934 -2.993 -0.263
C 3.503 -2.451 -1.465
C 2.704 -1.329 -1.440
N 2.344 -0.722 -0.294
C 1.458 1.573 2.997
C -0.002 1.311 3.174
C -0.553 1.130 4.421
C -1.935 1.043 4.539
C -2.702 1.178 3.400
C -2.070 1.331 2.180
N -0.737 1.371 2.043
C 2.402 2.948 0.503
C 3.103 4.105 0.227
C 2.434 5.162 -0.368
C 1.082 5.034 -0.661
C 0.454 3.842 -0.382
N 1.105 2.808 0.182
H 3.734 2.130 1.974
H 3.648 1.197 0.486
H 3.385 -0.397 2.753
H 1.713 -0.962 2.685
H 3.935 -2.733 1.879
H 4.542 -3.887 -0.249
H 3.771 -2.894 -2.413
H 2.322 -0.901 -2.352
H 2.038 1.289 3.877
H 1.586 2.647 2.857
H 0.089 1.074 5.290
H -2.396 0.888 5.506
H -3.782 1.152 3.437
H -2.642 1.427 1.271
H 4.149 4.185 0.495
H 2.956 6.083 -0.588
H 0.522 5.846 -1.102
H -0.593 3.684 -0.605
S -1.789 0.868 -1.066
C -2.724 -0.502 -0.435
C -4.057 -0.587 -0.830
C -4.853 -1.652 -0.439
C -6.224 -1.706 -0.883
N -7.315 -1.723 -1.240
C -4.314 -2.653 0.375
C -2.995 -2.561 0.788
C -2.187 -1.497 0.392
S -0.518 -1.525 0.972
C -5.104 -3.786 0.792
N -5.731 -4.690 1.120
H -4.483 0.183 -1.461
H -2.589 -3.334 1.427
C 0.528 1.289 -4.712
C 0.819 1.242 -3.285
N 1.042 1.199 -2.161
H 0.267 2.307 -4.996
H -0.309 0.621 -4.914
H 1.401 0.958 -5.271
C -0.030 -3.791 -2.196
S -0.254 -2.060 -2.626
C -1.883 -2.146 -3.389
H -0.823 -4.112 -1.521
H 0.925 -3.894 -1.683
H -0.025 -4.414 -3.088
H -1.839 -2.672 -4.340
H -2.234 -1.128 -3.554
H -2.585 -2.647 -2.721
*
```

HOMO-LUMO gap, eV: 6.408
Total energy, eV: -75788.033



(3)
DFT (ωB97M-V with the def2-TZVPD basis set) results for C30H30CdN4O5PS2 as an isolated structure in a non-equilibrium geometry.

The geometry in ORCA input format:
```
! wB97M-V def2-TZVPD RIJCOSX def2/J DEFGRID3
* xyz 1 1
Cd -0.217 -1.929 -0.505
C -0.031 -6.339 1.650
O 0.882 -5.969 0.567
C 0.639 -4.764 0.070
O -0.149 -4.003 0.567
N 1.305 -4.644 -1.093
N 1.393 -3.402 -1.702
H 0.118 -7.390 1.732
H -1.043 -6.023 1.386
H 0.342 -5.757 2.552
H 1.858 -5.448 -1.379
H 1.098 -3.345 -2.691
H 2.365 -3.045 -1.676
O -3.930 1.070 -3.515
C -2.708 1.597 -3.913
C -2.695 2.735 -4.738
C -1.494 3.278 -5.132
C -0.269 2.764 -4.758
C -0.291 1.659 -3.940
C -1.494 1.060 -3.472
C -1.433 -0.050 -2.450
O -0.339 -0.649 -2.332
N -2.528 -0.367 -1.808
N -2.350 -1.343 -0.836
C -3.430 -1.556 -0.163
S -3.393 -2.854 1.005
C -5.187 -2.959 1.241
C -5.701 -1.523 1.060
S -4.971 -0.823 -0.439
H -4.617 1.585 -3.873
H -3.608 3.161 -5.152
H -1.561 4.092 -5.846
H 0.609 3.271 -5.159
H 0.598 1.261 -3.616
H -5.450 -3.368 2.181
H -5.522 -3.593 0.418
H -5.484 -0.966 1.929
H -6.768 -1.538 0.821
O 1.295 -0.867 0.608
P 1.565 0.529 1.171
C 2.706 1.425 0.082
C 2.615 1.300 -1.317
C 3.469 2.121 -2.023
C 4.298 3.048 -1.462
C 4.267 3.268 -0.090
C 3.491 2.380 0.691
C 0.148 1.668 1.381
C 0.276 2.953 1.862
C -0.855 3.761 1.880
C -2.095 3.342 1.457
C -2.205 2.045 0.899
C -1.098 1.242 0.909
C 2.442 0.328 2.690
C 3.750 -0.122 2.601
C 4.487 -0.312 3.765
C 3.870 -0.018 4.977
C 2.577 0.509 5.086
C 1.819 0.633 3.911
H 1.936 0.646 -1.816
H 3.516 1.929 -3.060
H 4.850 3.694 -2.133
H 4.761 4.052 0.458
H 3.537 2.392 1.764
H 1.238 3.337 2.219
H -0.790 4.730 2.312
H -2.984 3.953 1.615
H -3.222 1.733 0.687
H -1.279 0.227 0.622
H 4.219 -0.490 1.714
H 5.465 -0.770 3.732
H 4.386 -0.270 5.874
H 2.153 0.732 6.082
H 0.846 0.984 3.858
*
```

Energy relative to the best compared isomer or geometry (same formula, charge and spin), eV: 0.4915
HOMO-LUMO gap, eV: 7.732
Total energy, eV: -83313.913



(4)
DFT (ωB97M-V with the def2-TZVPD basis set) results for C30H30IrN10O2S2 as an isolated structure in a non-equilibrium geometry.

The geometry in ORCA input format:
```
! wB97M-V def2-TZVPD RIJCOSX def2/J DEFGRID3
* xyz 3 5
Ir 0.391 3.491 0.269
C -6.890 -6.516 -5.729
O -6.040 -6.441 -4.562
C -5.325 -5.363 -4.206
C -5.620 -4.040 -4.721
C -4.954 -3.011 -4.165
C -4.018 -3.245 -3.126
C -3.630 -4.542 -2.776
C -4.271 -5.591 -3.294
C -3.387 -2.093 -2.506
N -3.692 -0.800 -2.790
C -2.862 -0.040 -2.059
C -2.042 -0.889 -1.247
N -2.378 -2.151 -1.543
C -1.174 -0.493 -0.269
C -0.457 -1.271 0.595
C 0.429 -0.727 1.500
C 0.680 0.621 1.478
N 0.001 1.449 0.681
C -0.939 0.914 -0.163
C -1.772 1.797 -0.964
N -1.560 3.078 -0.776
C -2.239 3.991 -1.408
C -3.312 3.684 -2.340
C -3.549 2.323 -2.568
C -2.762 1.319 -1.955
H -7.120 -7.560 -5.946
H -6.440 -6.174 -6.650
H -7.887 -6.165 -5.563
H -6.492 -4.041 -5.449
H -5.259 -2.065 -4.462
H -2.845 -4.764 -2.034
H -4.094 -6.630 -2.862
H -1.984 -3.063 -1.346
H -0.547 -2.378 0.499
H 0.916 -1.279 2.292
H 1.425 1.085 2.052
H -2.018 4.962 -1.053
H -3.880 4.517 -2.786
H -4.319 1.939 -3.263
N 3.889 3.637 0.182
C 3.367 4.296 -0.844
N 4.065 5.266 -1.440
S 1.795 3.949 -1.485
H 4.781 3.940 0.607
H 3.582 2.702 0.556
H 5.012 5.507 -1.202
H 3.632 5.865 -2.123
N 4.368 1.118 1.580
C 4.901 0.129 1.832
N 5.566 -0.923 2.275
C 5.657 -2.096 1.391
C 4.435 -3.029 1.591
O 4.220 -3.377 2.942
C 4.086 -2.242 3.821
C 5.307 -1.323 3.639
H 6.642 -2.628 1.595
H 5.741 -1.783 0.360
H 4.506 -3.971 1.080
H 3.557 -2.448 1.198
H 3.913 -2.587 4.879
H 3.173 -1.633 3.491
H 6.187 -1.979 3.916
H 5.201 -0.411 4.295
S -0.307 5.018 1.992
C 0.673 4.606 3.341
N 0.485 5.397 4.471
C 1.167 5.183 5.603
C 2.054 4.169 5.705
C 2.211 3.414 4.541
N 1.587 3.670 3.411
H -0.119 6.213 4.530
H 1.062 5.886 6.397
H 2.550 4.000 6.620
H 2.970 2.624 4.471
*
```

Energy relative to the best compared isomer or geometry (same formula, charge and spin), eV: 0.0000
HOMO-LUMO gap (spin up / spin down), eV: 6.916 / 4.864
Total energy, eV: -75077.220
⟨S²⟩: 6.06



- total energy of number 4 (C30H30IrN10O2S2)?
  -75077.220 eV